No. 1
{
  "formula": "C26H28N5Sn",
  "method": "wB97M-V/def2-TZVPD",
  "e_tot_ha": -1494.68995,
  "orbital_gap_ev": 6.4,
  "total_charge": 3,
  "lumo_energy_ev": -10.77,
  "relative_energy_kcal_mol": 17.6,
  "homo_ev": -17.1,
  "symbols": ["Sn", "C", "N", "C", "C", "C", "C", "C", "C", "C", "N", "C", "C", "C", "C", "C", "C", "N", "C", "C", "H", "H", "H", "H", "H", "H", "H", "H", "H", "H", "H", "H", "H", "H", "H", "H", "H", "H", "H", "H", "C", "C", "C", "C", "N", "C", "C", "C", "C", "C", "C", "N", "H", "H", "H", "H", "H", "H", "H", "H"],
  "coordinates": [[-1.3407, 0.0706, 0.2620], [-1.0107, -0.9524, 3.2482], [-0.2149, 0.0092, 2.4524], [-0.3551, 1.3630, 3.0349], [1.1558, -0.3992, 2.2264], [1.7407, -1.3838, 3.0047], [3.0275, -1.8329, 2.7390], [3.7305, -1.3257, 1.6590], [3.1684, -0.3259, 0.8897], [1.8994, 0.1969, 1.1831], [1.2566, 1.1784, 0.3992], [1.8930, 2.0392, -0.3276], [3.3320, 2.2921, -0.3037], [3.9395, 2.8063, -1.3804], [3.1614, 3.1266, -2.5567], [1.8043, 3.0905, -2.5772], [1.0990, 2.7574, -1.3849], [-0.1875, 3.0147, -1.2266], [-0.6594, 3.6141, 0.0428], [-0.9783, 3.4921, -2.3751], [-0.7244, -0.9412, 4.3009], [-0.8976, -1.9612, 2.8544], [-2.0589, -0.6543, 3.1980], [-0.1743, 1.3219, 4.1109], [-1.3682, 1.7342, 2.8686], [0.3629, 2.0418, 2.5885], [1.2039, -1.8193, 3.8343], [3.4645, -2.5999, 3.3641], [4.7056, -1.7188, 1.4070], [3.6921, 0.0036, 0.0052], [3.8781, 2.0652, 0.6010], [5.0026, 3.0041, -1.3835], [3.6794, 3.5116, -3.4271], [1.2797, 3.4853, -3.4332], [-0.6592, 4.6976, -0.0855], [-0.0064, 3.3480, 0.8630], [-1.6757, 3.2878, 0.2512], [-0.7574, 4.5398, -2.5879], [-2.0307, 3.4098, -2.1149], [-0.7831, 2.8849, -3.2540], [0.7217, -2.0687, -3.0920], [-0.1562, -3.0941, -3.4101], [-1.3057, -3.2703, -2.6550], [-1.5615, -2.4203, -1.5932], [-0.7187, -1.4039, -1.3155], [0.4019, -1.2419, -2.0377], [-2.7238, -2.5771, -0.6883], [-3.5921, -3.6501, -0.7515], [-4.6250, -3.7444, 0.1733], [-4.7649, -2.7657, 1.1421], [-3.8620, -1.7208, 1.1496], [-2.8698, -1.6257, 0.2539], [1.6332, -1.9129, -3.6510], [0.0542, -3.7601, -4.2367], [-1.9871, -4.0719, -2.8965], [1.0439, -0.4185, -1.7497], [-3.4726, -4.4206, -1.4981], [-5.3093, -4.5818, 0.1356], [-5.5570, -2.8034, 1.8763], [-3.9437, -0.9201, 1.8746]],
  "forces_ev_per_a": [[-0.48, 0.95, -0.13], [-0.04, 0.05, 0.09], [-0.09, -0.49, -0.51], [0.01, 0.06, 0.06], [0.07, -0.02, 0.15], [-0.02, 0.00, 0.05], [0.01, -0.01, 0.01], [0.00, 0.00, -0.01], [-0.04, -0.01, -0.06], [0.01, 0.03, -0.07], [0.10, -0.37, -0.31], [0.03, 0.21, 0.24], [-0.06, 0.07, 0.09], [-0.01, -0.02, -0.06], [0.03, 0.05, 0.02], [-0.02, -0.15, -0.07], [-0.04, -0.27, 0.08], [0.28, 0.79, -0.07], [-0.16, -0.31, 0.10], [-0.10, -0.10, -0.02], [0.02, 0.01, 0.00], [-0.01, 0.01, -0.02], [0.02, 0.02, 0.03], [0.02, -0.01, 0.00], [0.00, -0.01, 0.01], [0.01, 0.00, -0.02], [0.01, 0.01, 0.01], [-0.01, 0.00, 0.00], [0.01, 0.02, 0.00], [0.02, 0.01, 0.00], [0.00, 0.03, 0.02], [0.00, 0.01, 0.00], [0.01, 0.00, 0.01], [-0.03, -0.04, -0.01], [0.00, 0.00, -0.01], [0.03, 0.01, 0.01], [0.00, -0.01, -0.01], [0.02, 0.00, 0.01], [0.00, 0.00, 0.01], [-0.01, -0.02, 0.00], [0.02, 0.04, 0.01], [0.00, -0.04, -0.03], [-0.02, -0.02, -0.01], [0.10, -0.04, -0.07], [0.31, -0.18, 0.36], [-0.06, 0.04, -0.07], [-0.06, -0.11, 0.08], [-0.05, -0.02, -0.03], [0.00, -0.05, -0.03], [-0.01, 0.07, 0.02], [-0.10, 0.09, -0.12], [0.31, -0.25, 0.32], [0.00, 0.00, 0.00], [0.00, 0.00, 0.00], [0.00, 0.01, -0.01], [0.00, -0.01, 0.00], [-0.01, 0.01, -0.01], [0.00, 0.00, 0.00], [0.01, 0.00, 0.01], [-0.01, 0.00, 0.00]]
}



No. 2
{
  "formula": "C24H25BrCl60O5",
  "method": "wB97M-V/def2-TZVPD",
  "e_tot_ha": -31491.07114,
  "orbital_gap_ev": 9.6,
  "total_charge": 0,
  "lumo_energy_ev": -0.69,
  "homo_ev": -10.3,
  "symbols": ["O", "C", "O", "C", "C", "O", "C", "O", "O", "Br", "H", "H", "H", "H", "H", "C", "Cl", "Cl", "Cl", "H", "C", "Cl", "Cl", "Cl", "H", "C", "Cl", "Cl", "Cl", "H", "C", "Cl", "Cl", "Cl", "H", "C", "Cl", "Cl", "Cl", "H", "C", "Cl", "Cl", "Cl", "H", "C", "Cl", "Cl", "Cl", "H", "C", "Cl", "Cl", "Cl", "H", "C", "Cl", "Cl", "Cl", "H", "C", "Cl", "Cl", "Cl", "H", "C", "Cl", "Cl", "Cl", "H", "C", "Cl", "Cl", "Cl", "H", "C", "Cl", "Cl", "Cl", "H", "C", "Cl", "Cl", "Cl", "H", "C", "Cl", "Cl", "Cl", "H", "C", "Cl", "Cl", "Cl", "H", "C", "Cl", "Cl", "Cl", "H", "C", "Cl", "Cl", "Cl", "H", "C", "Cl", "Cl", "Cl", "H", "C", "Cl", "Cl", "Cl", "H"],
  "coordinates": [[0.5085, -4.0230, 3.2616], [0.0130, -3.7470, 2.2481], [0.8006, -3.2569, 1.2772], [-1.4741, -3.9695, 2.0463], [-2.2872, -2.6694, 1.9880], [-3.6109, -2.8016, 1.4428], [-4.3829, -3.7516, 2.0078], [-5.0933, -3.4962, 2.8701], [-4.4255, -5.0442, 1.5509], [-4.2794, -5.1945, -0.2842], [0.3065, -3.1647, 0.4471], [-1.7351, -4.5686, 1.1708], [-1.8193, -4.5363, 2.9130], [-2.4032, -2.2726, 3.0052], [-1.7600, -1.9071, 1.4079], [-2.4096, -1.1822, -1.6291], [-1.8449, -2.8512, -1.4498], [-4.0033, -0.9754, -0.9212], [-1.2547, -0.0745, -0.8904], [-2.4770, -0.9584, -2.6851], [-5.2617, 0.8782, -4.8134], [-6.3292, 0.5327, -3.4496], [-3.5558, 0.7676, -4.3573], [-5.6031, -0.2093, -6.1619], [-5.4536, 1.8934, -5.1396], [-4.9901, 2.6581, 0.0591], [-4.0093, 1.8092, 1.2567], [-4.7439, 4.4053, 0.1873], [-4.6262, 2.0958, -1.5761], [-6.0329, 2.4484, 0.2647], [0.5940, 1.9783, 2.5356], [0.6991, 0.2443, 2.8569], [0.4262, 2.2798, 0.8038], [-0.7581, 2.6941, 3.4153], [1.5116, 2.4427, 2.8777], [3.1395, -2.7868, -2.1904], [3.8533, -4.3646, -2.5327], [1.4434, -2.9593, -1.7225], [4.0425, -1.9507, -0.9288], [3.1824, -2.1913, -3.0938], [-8.4192, 3.8822, -3.7438], [-7.2200, 4.3558, -2.5394], [-7.6755, 3.7348, -5.3399], [-9.2061, 2.3705, -3.2855], [-9.1744, 4.6568, -3.7922], [-0.5002, -6.1152, 6.7749], [-1.9277, -5.6937, 5.8297], [-0.1975, -4.9048, 8.0236], [-0.6786, -7.7198, 7.4916], [0.3531, -6.1333, 6.1071], [6.0435, 1.4288, 0.9117], [6.1498, -0.3005, 1.2639], [5.9019, 1.7005, -0.8264], [4.6794, 2.1575, 1.7617], [6.9573, 1.8988, 1.2640], [-4.5017, -5.7964, -4.6199], [-3.9274, -5.0372, -3.1295], [-5.4463, -7.2419, -4.2550], [-5.4461, -4.6538, -5.5739], [-3.6355, -6.0929, -5.2004], [9.7693, 0.5943, 1.2439], [10.8907, 1.0211, -0.0488], [10.5670, -0.4074, 2.4540], [9.0994, 2.0540, 1.9908], [8.9519, 0.0260, 0.8159], [1.0875, 3.9427, 7.1410], [2.1900, 4.3852, 8.4478], [1.9634, 3.8376, 5.6131], [0.2717, 2.4213, 7.5067], [0.3351, 4.7175, 7.0526], [-1.2513, -8.2296, 1.8951], [-0.6787, -7.4545, 3.3706], [-2.1968, -9.6752, 2.2577], [-2.2011, -7.0735, 0.9582], [-0.3923, -8.5242, 1.3051], [-9.0184, 5.1937, -8.8343], [-7.7309, 6.3951, -8.7464], [-8.3449, 3.5699, -9.0126], [-10.0530, 5.2850, -7.4075], [-9.6239, 5.4069, -9.7052], [-1.3651, -7.8934, -2.6917], [-0.3254, -8.7592, -1.5564], [-1.1375, -6.1478, -2.5608], [-1.0545, -8.4322, -4.3442], [-2.3979, -8.1197, -2.4502], [3.4183, 3.3973, -3.2395], [4.7196, 4.5833, -3.1128], [4.0772, 1.7692, -3.4288], [2.3668, 3.4761, -1.8244], [2.8307, 3.6309, -4.1181], [-9.6403, 9.4380, -11.1919], [-8.8736, 9.9799, -9.6985], [-9.9476, 7.6982, -11.1401], [-11.1369, 10.3250, -11.4829], [-8.9629, 9.6362, -12.0128], [13.5486, 3.6170, -1.2590], [12.5611, 2.6382, -2.3516], [13.7541, 2.8079, 0.2965], [15.1169, 3.9688, -1.9890], [13.0358, 4.5550, -1.0882], [-3.3605, 4.5682, 6.8115], [-2.1748, 3.8046, 5.7502], [-2.5478, 5.4812, 8.0881], [-4.4456, 5.6126, 5.8915], [-3.9519, 3.7890, 7.2758], [14.1149, 0.1618, 4.7859], [14.2019, -1.5642, 5.1464], [13.9802, 0.4281, 3.0467], [12.7596, 0.9081, 5.6366], [15.0295, 0.6269, 5.1310], [5.1807, 1.5641, 6.1556], [6.5439, 0.6043, 5.5716], [5.4581, 3.2815, 5.8466], [3.6703, 1.0199, 5.4164], [5.1016, 1.4232, 7.2262]],
  "forces_ev_per_a": [[1.61, -0.82, 3.59], [-1.25, 0.20, -2.09], [-0.67, 0.20, -0.83], [-1.02, 0.25, -0.36], [0.52, 0.41, 0.68], [0.93, -1.03, -1.00], [1.30, -0.33, -2.09], [-2.83, 0.92, 4.00], [0.71, 0.39, -1.10], [-0.34, 0.04, 0.42], [0.12, 0.13, 0.14], [0.48, 0.17, -0.14], [0.24, -0.11, -0.07], [0.08, 0.00, -0.13], [-0.38, -0.07, -0.17], [-0.10, 0.21, 0.18], [0.05, -0.14, -0.07], [0.10, -0.39, -0.18], [0.03, 0.00, -0.03], [0.04, -0.10, -0.01], [-0.27, -0.16, 0.01], [-0.08, -0.38, -0.67], [0.04, 0.07, -0.05], [0.01, 0.06, 0.00], [0.02, -0.02, 0.03], [0.20, 0.04, -0.06], [-0.05, 0.05, 0.00], [-0.07, -0.01, 0.00], [0.29, 0.71, 0.69], [0.03, 0.02, -0.02], [-0.11, -0.16, 0.02], [0.07, 0.06, -0.01], [0.08, 0.06, 0.03], [0.16, -0.13, -0.30], [-0.03, -0.01, 0.00], [0.17, -0.06, 0.26], [-0.04, 0.04, -0.04], [0.02, 0.08, -0.45], [-0.03, 0.03, -0.10], [-0.06, -0.02, 0.02], [0.08, -0.10, 0.06], [-0.05, 0.04, -0.02], [0.06, -0.03, 0.04], [-0.16, 0.14, 0.01], [0.02, -0.02, -0.04], [-0.03, 0.04, 0.02], [-0.09, 0.12, 0.17], [0.03, -0.03, -0.04], [0.03, 0.02, -0.05], [-0.02, 0.03, 0.03], [-0.13, 0.10, -0.09], [0.07, 0.01, 0.07], [0.13, -0.03, 0.23], [0.01, 0.00, 0.06], [-0.37, -0.12, -0.11], [-0.24, -0.07, -0.03], [-0.40, 0.36, -0.54], [0.09, 0.01, 0.00], [0.08, -0.03, 0.03], [0.01, 0.02, 0.06], [0.16, -0.13, -0.06], [-0.26, -0.09, 0.09], [-0.14, 0.00, -0.01], [0.35, 0.06, 0.15], [-0.01, 0.04, 0.04], [-0.02, -0.09, 0.04], [-0.02, 0.03, 0.00], [-0.18, 0.26, 0.01], [0.20, -0.05, 0.06], [0.01, -0.04, 0.00], [0.04, 0.04, 0.11], [0.09, -0.15, -0.14], [0.05, 0.05, -0.05], [0.16, -0.60, -0.03], [-0.05, 0.01, 0.00], [0.15, -0.02, 0.16], [0.00, -0.06, 0.04], [-0.03, 0.02, -0.03], [-0.14, 0.07, -0.12], [0.01, -0.02, 0.03], [0.04, 0.06, 0.05], [0.00, -0.03, -0.09], [0.61, -0.26, 0.12], [-0.07, 0.01, 0.01], [0.04, 0.01, 0.03], [0.04, 0.01, 0.16], [-0.03, -0.02, -0.05], [-0.14, 0.00, -0.28], [0.02, 0.00, -0.07], [0.02, -0.02, 0.03], [-0.05, 0.07, 0.15], [0.01, -0.02, -0.07], [-0.07, 0.06, -0.17], [0.06, -0.03, -0.03], [-0.02, -0.03, 0.02], [0.09, -0.12, 0.02], [0.07, 0.10, -0.03], [0.08, 0.15, -0.04], [-0.05, 0.03, 0.01], [0.00, -0.04, -0.01], [0.01, 0.09, -0.09], [-0.34, 0.20, 0.18], [0.00, -0.05, 0.01], [0.01, -0.05, 0.04], [0.03, 0.02, 0.00], [-0.10, -0.02, -0.03], [0.03, 0.04, 0.00], [0.11, 0.02, 0.02], [0.05, 0.00, -0.01], [-0.03, -0.02, -0.01], [-0.02, -0.02, -0.15], [-0.03, 0.02, 0.01], [0.02, -0.05, 0.02], [0.19, -0.18, 0.04], [-0.01, 0.01, -0.03]]
}



Which formula does entry 2 have?
C24H25BrCl60O5